# 1
C16H5Cl56FNO4S2 | wB97M-V/def2-TZVPD

The value obtained for the HOMO-LUMO gap is 8.253 eV. Its LUMO energy is 1.30 eV.

Structure (ORCA input):
```
! RIJCOSX wB97M-V def2-TZVPD def2/J DEFGRID3
* xyz -1 1
C -0.952 1.258 0.669
C -0.319 1.653 2.006
S 0.518 0.261 2.744
O -0.225 -0.899 2.284
O 0.520 0.402 4.179
N 1.982 0.097 2.106
S 2.988 1.295 2.317
O 2.414 2.470 2.899
O 4.228 0.860 2.874
F 3.344 1.660 0.821
H -1.331 2.176 0.209
H -1.756 0.542 0.786
H -0.193 0.878 -0.015
H -1.099 1.949 2.706
H 0.361 2.476 1.820
C 4.182 1.207 -2.516
Cl 5.588 2.219 -2.176
Cl 2.706 2.066 -2.096
Cl 4.141 0.800 -4.245
Cl 4.286 -0.297 -1.614
C -0.855 -0.764 7.178
Cl -2.168 -0.282 6.105
Cl 0.090 -2.038 6.419
Cl 0.181 0.620 7.523
Cl -1.546 -1.369 8.702
C -5.075 -0.836 3.294
Cl -5.167 -1.489 4.933
Cl -3.410 -0.844 2.749
Cl -6.067 -1.824 2.207
Cl -5.689 0.833 3.309
C -1.083 1.988 -4.070
Cl 0.019 0.611 -4.095
Cl -1.528 2.415 -5.728
Cl -2.535 1.561 -3.162
Cl -0.296 3.371 -3.302
C 2.063 -3.892 -0.984
Cl 1.457 -4.352 0.606
Cl 1.369 -2.352 -1.477
Cl 3.823 -3.744 -0.918
Cl 1.624 -5.130 -2.176
C 8.006 -0.351 -5.539
Cl 6.954 0.347 -6.779
Cl 8.557 -1.943 -6.076
Cl 9.402 0.706 -5.299
Cl 7.113 -0.516 -4.038
C -9.094 0.153 -0.497
Cl -8.108 0.352 0.942
Cl -10.806 0.156 -0.049
Cl -8.783 1.485 -1.618
Cl -8.695 -1.379 -1.284
C 4.899 -3.288 3.095
Cl 3.662 -2.122 2.726
Cl 5.768 -2.860 4.577
Cl 4.176 -4.905 3.292
Cl 6.037 -3.351 1.738
C 5.885 -6.323 -3.082
Cl 6.870 -7.628 -3.758
Cl 5.128 -5.418 -4.397
Cl 4.635 -6.999 -2.043
Cl 6.916 -5.240 -2.142
C -9.487 4.538 2.239
Cl -8.671 6.059 2.616
Cl -10.791 4.267 3.400
Cl -10.160 4.628 0.608
Cl -8.349 3.192 2.317
C -4.554 5.434 1.922
Cl -5.637 4.845 3.184
Cl -5.513 5.996 0.543
Cl -3.586 6.766 2.553
Cl -3.506 4.114 1.400
C 5.857 -2.657 -9.343
Cl 5.103 -1.096 -9.683
Cl 7.580 -2.570 -9.721
Cl 5.646 -3.057 -7.641
Cl 5.099 -3.901 -10.343
C -2.816 -3.839 -1.780
Cl -1.603 -4.023 -0.524
Cl -4.369 -3.400 -1.057
Cl -2.315 -2.568 -2.902
Cl -2.993 -5.363 -2.664
C -0.218 5.228 4.526
Cl 0.981 6.458 4.960
Cl -1.804 5.714 5.158
Cl -0.298 5.106 2.772
Cl 0.240 3.674 5.192
*
```

---

# 2
C16H60N4O12 | wB97M-V/def2-TZVPD

The value obtained for the HOMO-LUMO gap is 9.448 eV. Its SMILES is COC[C@H](C)N.COC[C@H](C)N.COC[C@H](C)N.COC[C@H](C)N.O.O.O.O.O.O.O.O. Its LUMO energy is 0.23 eV.

Structure (ORCA input):
```
! RIJCOSX wB97M-V def2-TZVPD def2/J DEFGRID3
* xyz 0 1
C 0.696 1.465 -0.981
C 0.919 1.191 0.524
C 0.121 -0.048 0.902
O -1.261 0.138 0.528
C -2.175 -0.652 1.266
N 2.360 0.939 0.778
H -0.375 1.492 -1.201
H 1.021 0.642 -1.626
H 1.118 2.390 -1.374
H 0.492 2.090 0.965
H 0.126 -0.322 1.959
H 0.357 -0.970 0.355
H -2.755 -0.011 1.940
H -1.644 -1.363 1.903
H -2.852 -1.104 0.541
H 2.808 0.686 -0.103
H 2.801 1.854 0.892
C 1.356 -7.160 0.703
C 0.139 -6.255 0.972
C -0.090 -5.176 -0.100
O 1.056 -4.357 -0.132
C 1.043 -3.420 -1.188
N -1.015 -7.167 0.930
H 1.338 -7.479 -0.341
H 1.310 -7.945 1.453
H 2.294 -6.607 0.777
H 0.118 -5.794 1.964
H -0.982 -4.555 0.052
H -0.272 -5.725 -1.036
H 1.010 -3.944 -2.148
H 1.798 -2.640 -1.236
H 0.108 -2.842 -1.146
H -0.807 -7.888 0.251
H -1.851 -6.662 0.660
C -7.397 0.970 2.529
C -7.491 1.246 4.022
C -6.458 2.279 4.506
O -5.154 1.756 4.408
C -4.299 2.409 3.524
N -8.822 1.802 4.317
H -7.710 1.827 1.928
H -7.984 0.105 2.208
H -6.382 0.683 2.230
H -7.388 0.253 4.465
H -6.743 2.619 5.507
H -6.484 3.218 3.938
H -4.730 2.490 2.518
H -3.371 1.846 3.412
H -4.006 3.399 3.894
H -8.842 2.811 4.336
H -9.499 1.471 3.644
C 2.127 3.137 -4.142
C 1.983 3.497 -5.614
C 3.263 3.900 -6.310
O 3.878 4.910 -5.557
C 5.086 5.422 -6.092
N 1.460 2.330 -6.292
H 2.400 3.953 -3.469
H 2.925 2.444 -3.851
H 1.181 2.679 -3.850
H 1.404 4.432 -5.642
H 3.086 4.291 -7.325
H 3.915 3.028 -6.478
H 5.135 6.475 -5.828
H 5.175 5.271 -7.172
H 5.899 4.836 -5.651
H 1.371 2.488 -7.296
H 0.483 2.143 -6.076
O 4.685 -2.019 -0.868
H 4.233 -1.453 -1.522
H 4.117 -1.976 -0.076
O 3.979 3.411 0.884
H 4.401 2.762 1.483
H 4.444 4.237 1.047
O 1.023 -2.113 3.762
H 1.658 -2.818 3.936
H 0.232 -2.378 4.244
O 2.996 -1.994 1.362
H 2.664 -1.084 1.369
H 2.397 -2.478 1.937
O 5.640 1.389 1.863
H 5.602 0.874 2.678
H 5.566 0.733 1.159
O 1.699 1.024 3.671
H 1.898 1.045 2.718
H 1.162 0.235 3.791
O 3.847 0.183 -2.109
H 3.664 0.857 -2.775
H 4.807 0.210 -1.991
O -5.409 -2.872 0.190
H -5.415 -2.431 1.046
H -6.212 -2.567 -0.246
*
```

---

# 3
C16H62N14O15 | wB97M-V/def2-TZVPD

The value obtained for the HOMO-LUMO gap is 7.681 eV. Its LUMO energy is -0.42 eV.

Structure (ORCA input):
```
! RIJCOSX wB97M-V def2-TZVPD def2/J DEFGRID3
* xyz 0 1
C 0.609 8.947 13.628
C 1.811 8.696 12.732
O 1.482 7.754 11.670
H 0.442 8.119 14.266
H -0.363 9.044 13.166
H 0.695 9.772 14.345
H 2.765 8.383 13.292
H 2.043 9.648 12.171
H 2.207 7.805 11.038
C 2.613 6.291 8.741
O 2.975 7.453 9.403
N 2.532 5.092 9.316
N 2.163 6.224 7.543
H 2.836 4.871 10.330
H 2.352 4.394 8.655
H 2.349 7.035 6.917
H 1.948 5.335 7.039
C 3.617 8.886 6.333
O 3.607 10.206 6.923
N 4.561 7.974 6.325
N 2.491 8.405 5.829
H 5.242 8.290 7.031
H 4.555 6.958 6.125
H 1.696 8.999 5.945
H 2.320 7.498 5.369
C -1.851 7.518 10.719
O -1.649 8.913 10.913
N -0.827 6.696 10.746
N -2.879 6.844 10.208
H 0.089 7.165 11.014
H -0.815 5.646 10.663
H -3.638 7.415 9.604
H -3.076 5.804 10.377
C 4.099 13.432 10.700
O 3.491 13.485 11.882
N 3.638 12.683 9.734
N 5.012 14.213 10.256
H 2.893 12.087 9.970
H 4.077 12.635 8.771
H 5.268 15.015 10.824
H 5.422 14.192 9.295
C -2.537 8.047 5.883
O -3.049 8.931 4.887
N -3.087 6.926 6.242
N -1.428 8.349 6.547
H -3.869 6.579 5.739
H -2.591 6.317 6.817
H -0.932 9.233 6.269
H -0.938 7.601 7.138
C -2.745 11.309 8.243
O -2.950 12.286 9.229
N -2.210 10.115 8.524
N -2.844 11.478 6.932
H -2.077 9.833 9.548
H -1.814 9.529 7.810
H -3.054 12.481 6.691
H -2.587 10.798 6.311
C -0.936 5.295 7.682
O -0.299 4.439 6.876
N -0.403 6.432 8.137
N -2.154 5.184 8.059
H 0.642 6.482 7.885
H -0.652 6.829 9.021
H -2.766 4.419 7.640
H -2.530 5.926 8.668
C 0.311 12.359 12.788
O -0.972 11.840 12.398
H 1.144 12.086 12.090
H 0.459 12.163 13.828
H 0.228 13.409 12.802
H -0.715 11.016 12.014
C -0.200 10.537 4.173
O 0.401 10.442 5.498
H -0.396 9.544 3.768
H 0.479 11.102 3.538
H -1.169 11.031 4.222
H 0.821 11.234 5.717
C 4.955 10.699 12.429
O 5.619 9.593 12.984
H 4.529 11.238 13.175
H 4.265 10.465 11.642
H 5.557 11.409 11.949
H 6.534 9.747 13.273
C 0.043 13.784 10.006
O -0.521 14.492 8.899
H -0.458 12.844 10.208
H -0.100 14.475 10.826
H 1.125 13.600 9.975
H -1.485 14.546 8.895
C 1.421 12.957 7.128
O 1.771 12.724 5.762
H 1.525 14.000 7.540
H 2.061 12.345 7.795
H 0.382 12.684 7.201
H 2.327 13.450 5.507
C 0.961 10.029 9.313
O 2.304 10.075 9.657
H 0.803 10.460 8.306
H 0.380 10.542 10.034
H 0.703 9.011 9.226
H 2.743 9.286 9.290
C 6.039 9.653 9.296
O 6.483 9.315 7.970
H 5.743 10.705 9.444
H 6.728 9.330 10.103
H 5.120 9.219 9.383
H 7.257 9.852 7.761
*
```